1.
25
Properties=species:S:1:pos:R:3:nbo_charge:R:1 method="wB97M-V/def2-TZVPD" de_lowest_kj_mol=0.0 homo_lumo_gap_ha=0.364 total_charge=+2 homo_energy_ev=-16.53
C 1.6603 1.1579 -0.1119 -0.4708
C 1.9264 -3.1598 0.8338 -0.3476
C 1.1283 -2.3783 0.0873 0.0339
C -0.6963 -0.9400 -0.1141 0.7929
N 2.6954 2.2158 -0.0284 -0.6802
N -1.5314 -0.1623 0.5267 -0.8006
N -3.9835 0.9398 0.9320 -1.0903
N -0.8347 -1.1222 -1.4055 -0.7767
O 0.1426 -1.5978 0.6764 -0.4402
H 0.7332 1.5261 0.4158 0.2482
H 2.0515 0.1835 0.4169 0.2598
H 1.7958 -3.1323 1.8710 0.2258
H 2.7796 -3.8528 0.4534 0.2720
H 1.3125 0.8620 -1.1660 0.2554
H 1.2421 -2.1773 -0.9114 0.1688
H 2.7552 2.3806 0.9808 0.4526
H 3.6826 2.2054 -0.4034 0.4803
H -1.3558 -0.0641 1.5204 0.4203
H -2.5731 0.1047 0.3282 0.4731
H -4.9954 0.9962 0.8244 0.4126
H -3.7961 1.8017 0.4631 0.3807
H -3.7267 0.9253 1.9228 0.3893
H -1.6525 -0.7241 -1.8955 0.4495
H -0.3138 -1.7520 -1.9877 0.4426
H 2.2501 3.0416 -0.4085 0.4488

2.
24
Properties=species:S:1:pos:R:3:nbo_charge:R:1 method="wB97M-V/def2-TZVPD" de_lowest_kj_mol=61.2 homo_lumo_gap_ha=0.342 homo_energy_ev=-8.41 smiles=Cc1ccc(O)cc1.CC
C -2.7667 -2.2890 1.1301 -0.6267
C -2.2416 -1.2719 0.1588 -0.0438
C -1.1039 -1.6723 -0.6257 -0.1682
C -0.4118 -0.7566 -1.3852 -0.2645
C -0.9662 0.5119 -1.5118 0.2939
O -0.2662 1.3471 -2.3791 -0.6759
C -2.0545 0.9357 -0.8041 -0.2934
C -2.7318 0.0007 0.0209 -0.1976
H -3.1181 -1.7901 2.0330 0.2160
H -2.0502 -3.0688 1.3690 0.2147
H -3.5992 -2.8220 0.6584 0.2179
H -0.7916 -2.6849 -0.4284 0.2033
H 0.4421 -1.1671 -1.9037 0.2311
H -0.7785 2.1516 -2.4833 0.4723
H -2.3408 1.9786 -0.8363 0.2117
H -3.4322 0.3576 0.7682 0.2095
C 2.8736 0.9341 0.6628 -0.6180
C 4.2071 1.6399 0.9722 -0.6130
H 2.5067 1.1599 -0.3486 0.2073
H 2.9708 -0.1496 0.6406 0.2045
H 2.0433 1.2975 1.2665 0.2057
H 5.0178 0.9501 0.7415 0.2027
H 4.3717 2.4603 0.2772 0.2049
H 4.2202 1.9473 2.0069 0.2056

3.
69
Properties=species:S:1:pos:R:3:lowdin_charge:R:1 method="wB97M-V/def2-TZVPD" de_lowest_kj_mol=203.8 homo_lumo_gap_ha="0.214 / 0.232" total_charge=-1 homo_energy_ev="-4.93 / -4.93"
Rh 1.1231 -0.7683 0.4859 0.0688
C -0.3058 -3.6385 -1.6664 -0.0554
N -1.3717 -2.9052 -1.0468 -0.1093
C -2.5619 -2.5672 -1.6287 -0.0569
C -3.2988 -1.9357 -0.6809 -0.0659
N -2.5848 -1.8873 0.4768 -0.0294
B -3.1795 -1.4194 1.8277 -0.4549
N -2.2306 -0.4264 2.5519 -0.0074
C -2.2482 -0.2421 3.8999 -0.0650
C -1.4012 0.7694 4.2191 -0.0513
N -0.8569 1.2158 3.0510 -0.1145
C 0.0985 2.2693 2.8747 -0.0560
C -1.3685 0.4641 2.0436 -0.6798
S -0.9637 0.7321 0.4152 0.7327
C -1.3976 -2.4623 0.2373 -0.7325
S -0.1179 -2.7083 1.3357 0.6742
H -0.4190 -3.5913 -2.7480 0.0906
H -0.3280 -4.6818 -1.3398 0.0967
H 0.6583 -3.1988 -1.3896 -0.0110
H -2.7831 -2.7907 -2.6532 0.1182
H -4.2805 -1.5139 -0.7414 0.1177
H -4.2058 -0.8535 1.5848 0.0742
H -3.3038 -2.3783 2.5288 0.0747
H -2.8702 -0.8429 4.5285 0.1157
H -1.1363 1.1848 5.1693 0.1154
H 0.4457 2.6180 3.8440 0.0941
H -0.3405 3.1059 2.3305 0.0993
H 0.9475 1.9132 2.2844 0.0395
Cl 2.5266 -1.5640 -1.3933 -0.1269
F 2.0016 3.2207 -1.1136 0.0030
B 2.7318 2.9456 0.0638 -1.3886
F 2.1712 3.6090 1.1236 0.1450
F 4.0442 3.2656 -0.0974 0.1611
F 2.5863 1.5435 0.2409 -0.1134
Se 2.8210 -0.4629 2.2113 0.8076
C 2.8980 -0.8918 4.0684 -0.6126
C 2.2704 -0.0732 5.0041 -0.1295
C 2.5025 -0.2454 6.3539 -0.0978
C 3.3761 -1.2300 6.7894 -0.1041
C 3.9854 -2.0639 5.8645 -0.1018
C 3.7460 -1.9018 4.5149 -0.1380
H 1.6225 0.7191 4.6600 0.0712
H 2.0132 0.4027 7.0707 0.0978
H 3.5932 -1.3349 7.8438 0.0940
H 4.6652 -2.8354 6.1991 0.0968
H 4.2239 -2.5436 3.7901 0.0926
Te 1.1733 0.8030 -2.0983 1.4717
C -0.4892 2.0730 -2.6252 -0.4597
C -0.2808 3.3656 -3.0799 -0.1206
C -1.3573 4.1726 -3.4065 -0.0928
C -2.6519 3.6997 -3.2723 -0.1042
C -2.8669 2.4084 -2.8216 -0.0923
C -1.7894 1.6025 -2.5008 -0.2076
C 0.7312 -0.2456 -3.9279 -0.4699
C 1.6803 -0.1055 -4.9345 -0.1470
C 1.4090 -0.5018 -6.2307 -0.0957
C 0.1794 -1.0578 -6.5393 -0.1043
C -0.7559 -1.2459 -5.5376 -0.0943
C -0.4791 -0.8453 -4.2423 -0.1381
H 0.7282 3.7403 -3.1567 0.0946
H -1.1857 5.1806 -3.7595 0.0971
H -3.4935 4.3332 -3.5208 0.0937
H -3.8753 2.0316 -2.7084 0.0982
H -1.9699 0.6057 -2.1204 0.0441
H 2.6368 0.3402 -4.6954 0.0903
H 2.1505 -0.3601 -7.0053 0.0985
H -0.0541 -1.3286 -7.5587 0.0943
H -1.7107 -1.6991 -5.7681 0.0972
H -1.2269 -0.9865 -3.4781 0.0677

4.
99
Properties=species:S:1:pos:R:3:lowdin_charge:R:1 method="wB97M-V/def2-TZVPD" de_lowest_kj_mol=69.1 homo_lumo_gap_ha="0.223 / 0.288" multiplicity=3 homo_energy_ev="-5.93 / -7.81"
Ti -0.2207 1.2503 -0.0751 0.6734
O -1.7130 0.0057 -0.2846 -0.2858
C -2.5989 -0.6049 0.4872 -0.3435
C -3.7484 -1.1577 -0.0894 0.0029
C -4.6877 -1.8003 0.6921 -0.0749
C -4.5040 -1.9178 2.0721 -0.0970
C -3.3743 -1.3773 2.6453 -0.0467
C -2.4085 -0.7075 1.8793 -0.1539
C -1.2581 -0.1492 2.5596 -0.0554
N -0.3563 0.5704 1.9881 -0.0516
N 0.6663 1.0010 2.8281 0.0852
C 1.4364 1.8440 2.2016 -0.5066
O 1.2554 2.2419 0.9865 -0.2697
C 2.6171 2.3834 2.9335 -0.1680
C 2.9730 1.9007 4.1908 -0.0405
C 4.1077 2.3827 4.8201 -0.0780
C 4.8920 3.3518 4.2049 -0.0875
C 4.5346 3.8427 2.9576 -0.0759
C 3.3993 3.3586 2.3229 -0.0325
H -3.8812 -1.0565 -1.1593 0.1068
H -5.5724 -2.2147 0.2255 0.1035
H -5.2396 -2.4245 2.6818 0.0976
H -3.2139 -1.4542 3.7153 0.1107
H -1.1430 -0.3392 3.6262 0.1309
H 2.3557 1.1425 4.6526 0.1077
H 4.3864 2.0005 5.7937 0.1019
H 5.7804 3.7232 4.6993 0.1005
H 5.1410 4.5997 2.4776 0.1026
H 3.1108 3.7219 1.3454 0.1130
N 0.0386 -2.4635 -0.5106 0.1297
C 0.0959 -2.8764 -1.8174 -0.3401
C 0.1954 -4.2570 -2.0612 -0.0386
C 0.3462 -4.7539 -3.3352 -0.0868
C 0.4068 -3.8917 -4.4243 -0.0912
C 0.3063 -2.5350 -4.1947 -0.1066
C 0.1496 -1.9965 -2.9117 -0.3287
P -0.0475 -0.1767 -2.7476 1.1043
C 1.0156 0.4020 -4.1233 -0.3631
C 0.5739 1.2506 -5.1297 -0.0722
C 1.4556 1.7068 -6.1036 -0.0765
C 2.7831 1.3153 -6.0874 -0.0849
C 3.2331 0.4578 -5.0897 -0.0732
C 2.3572 0.0108 -4.1171 -0.1247
C -1.7550 0.0428 -3.4063 -0.3466
C -2.2936 1.3268 -3.4925 -0.1365
C -3.5964 1.5241 -3.9231 -0.0753
C -4.3921 0.4383 -4.2636 -0.0876
C -3.8728 -0.8434 -4.1683 -0.0866
C -2.5657 -1.0404 -3.7415 -0.0839
H -0.3349 -1.5516 -0.2936 0.0245
H -0.2239 -3.1657 0.1611 0.1040
H 0.1609 -4.9362 -1.2173 0.1094
H 0.4222 -5.8238 -3.4845 0.1038
H 0.5271 -4.2731 -5.4284 0.0996
H 0.3438 -1.8554 -5.0370 0.1119
H -0.4637 1.5597 -5.1696 0.0936
H 1.0945 2.3682 -6.8806 0.1039
H 3.4647 1.6712 -6.8489 0.1017
H 4.2677 0.1393 -5.0699 0.1052
H 2.7154 -0.6656 -3.3511 0.0781
H -1.7048 2.1825 -3.1876 0.0373
H -3.9918 2.5303 -3.9833 0.1064
H -5.4109 0.5907 -4.5962 0.1009
H -4.4858 -1.6984 -4.4237 0.1035
H -2.1854 -2.0491 -3.6620 0.0991
C 3.5670 -1.2542 2.5461 -0.1717
C 4.0540 -0.3360 1.4294 -0.4174
As 2.7591 -0.2545 -0.0445 1.2394
C 3.2886 -1.9073 -0.9756 -0.4314
C 4.6802 -2.0193 -1.5843 -0.1603
C 3.5631 1.2086 -1.1007 -0.4052
C 5.0792 1.2910 -1.2380 -0.1528
H 4.2772 -1.2777 3.3754 0.0693
H 3.4385 -2.2807 2.1945 0.0573
H 2.6050 -0.9126 2.9344 0.0447
H 5.0160 -0.6664 1.0340 0.0574
H 4.1908 0.6803 1.8053 0.0509
H 2.5296 -2.1070 -1.7310 0.0205
H 3.1383 -2.6777 -0.2123 0.0579
H 4.7767 -1.4020 -2.4793 0.0479
H 4.8809 -3.0517 -1.8800 0.0714
H 5.4676 -1.7185 -0.8925 0.0576
H 3.1886 2.0992 -0.5924 0.0392
H 3.0835 1.2006 -2.0808 0.0330
H 5.5664 1.3030 -0.2615 0.0605
H 5.3572 2.2150 -1.7505 0.0704
H 5.4973 0.4637 -1.8079 0.0415
S -0.6352 3.4507 -1.1166 0.6389
C -1.5386 3.1774 0.3396 -0.7876
N -1.0917 3.7748 1.5196 0.0386
C -1.7297 3.6393 2.7112 -0.0915
C -2.9364 3.0253 2.7812 -0.0735
C -3.5224 2.5303 1.5767 -0.0640
C -2.8479 2.6210 0.3956 -0.1057
H -0.1503 4.1405 1.4867 0.1294
H -1.2260 4.0567 3.5708 0.1275
H -3.4402 2.9351 3.7310 0.1012
H -4.4996 2.0670 1.6037 0.1117
H -3.2620 2.2361 -0.5261 0.1113